Below is C27H25IrN4O7S4Sb as an isolated structure, with properties calculated with ωB97M-V/def2-TZVPD.

Properties
**Net charge**: -1
**Kohn-Sham gap**: 5.9 eV
**E_LUMO**: 1.2 eV
**Relative energy (zero: lowest compared OMol25 entry of this formula, charge and spin)**: 0.466 eV

Element x y z (Å)
Ir (-0.215, -0.145, -0.092)
S (-3.449, -1.596, 2.937)
Sb (-2.967, 0.420, 2.033)
S (-0.106, 0.265, 2.326)
S (-2.576, -0.127, -0.280)
C (0.127, -2.765, 4.911)
C (-0.024, -4.207, 4.424)
C (-1.322, -4.781, 5.013)
C (1.177, -5.018, 4.930)
C (-0.099, -4.289, 2.900)
C (-0.153, -5.551, 2.282)
C (-0.220, -5.693, 0.913)
C (-0.246, -4.541, 0.136)
S (-0.278, -4.391, -1.593)
C (-0.249, -2.670, -1.433)
N (-0.255, -2.237, -0.197)
C (-0.226, -3.277, 0.726)
C (-0.140, -3.154, 2.111)
C (-0.238, -1.729, -2.531)
C (-0.173, -2.087, -3.877)
C (-0.178, -1.095, -4.837)
C (-0.271, 0.240, -4.443)
C (-0.334, 0.588, -3.101)
C (-0.286, -0.392, -2.108)
H (0.193, -2.760, 6.002)
H (-0.727, -2.154, 4.617)
H (1.035, -2.304, 4.514)
H (-1.304, -4.706, 6.103)
H (-1.451, -5.832, 4.745)
H (-2.181, -4.221, 4.640)
H (1.245, -4.942, 6.018)
H (2.106, -4.637, 4.499)
H (1.094, -6.076, 4.672)
H (-0.132, -6.446, 2.892)
H (-0.248, -6.673, 0.454)
H (-0.107, -2.163, 2.532)
H (-0.112, -3.133, -4.162)
H (-0.117, -1.350, -5.888)
H (-0.294, 1.020, -5.196)
H (-0.428, 1.630, -2.820)
N (4.249, -0.833, 1.108)
C (2.948, -0.525, 1.309)
O (2.093, -0.932, 0.534)
C (2.650, 0.265, 2.567)
C (1.452, 1.202, 2.442)
H (4.500, -1.389, 0.307)
H (4.975, -0.500, 1.714)
H (3.539, 0.835, 2.856)
H (2.450, -0.463, 3.359)
H (1.551, 1.834, 1.562)
H (1.399, 1.847, 3.318)
O (0.535, 4.051, -0.687)
C (0.806, 2.855, -0.735)
O (0.070, 1.916, -0.306)
C (2.133, 2.491, -1.396)
C (3.056, 3.513, -1.588)
C (4.274, 3.231, -2.181)
C (4.613, 1.959, -2.598)
C (3.676, 0.966, -2.409)
C (2.444, 1.208, -1.816)
N (4.008, -0.399, -2.824)
O (5.181, -0.648, -3.054)
O (3.105, -1.203, -2.910)
N (5.252, 4.311, -2.372)
O (4.978, 5.409, -1.934)
O (6.287, 4.040, -2.954)
H (2.810, 4.518, -1.279)
H (5.567, 1.752, -3.057)
H (1.749, 0.386, -1.696)

***

Below is C27H25N3O13P3Pd as an isolated structure, with properties calculated with ωB97M-V/def2-TZVPD.

Properties
**Net charge**: -1
**Kohn-Sham gap (alpha / beta)**: 5.9 / 5.9 eV
**E_LUMO (alpha / beta)**: 1.1 / 1.1 eV
**Relative energy (zero: lowest compared OMol25 entry of this formula, charge and spin)**: 1.287 eV

Element x y z (Å)
Pd (0.790, -0.477, -0.537)
C (4.319, 0.125, 2.494)
C (3.489, 0.697, 1.365)
O (3.815, 2.044, 1.218)
P (3.854, -0.244, -0.216)
O (4.855, 0.585, -1.142)
O (4.934, -1.311, 0.339)
O (2.874, -1.069, -0.989)
P (1.686, 0.503, 1.781)
O (1.676, 0.810, 3.373)
O (0.817, 1.513, 1.109)
O (1.329, -0.952, 1.600)
H (5.378, 0.190, 2.256)
H (4.044, -0.914, 2.650)
H (4.123, 0.700, 3.397)
H (3.218, 2.395, 0.530)
H (4.366, 1.301, -1.557)
H (5.114, -1.936, -0.365)
H (1.659, 1.762, 3.469)
O (0.813, 0.972, -2.254)
C (1.491, 1.852, -1.688)
O (2.549, 1.650, -1.028)
C (1.098, 3.297, -1.862)
C (1.148, 4.154, -0.772)
C (0.801, 5.499, -0.941)
C (0.452, 5.995, -2.188)
C (0.419, 5.126, -3.269)
C (0.718, 3.766, -3.111)
N (0.074, 5.636, -4.554)
O (-0.184, 6.833, -4.652)
O (0.057, 4.858, -5.502)
N (0.819, 6.377, 0.183)
O (0.594, 7.568, -0.006)
O (1.064, 5.898, 1.283)
H (1.407, 3.785, 0.208)
H (0.207, 7.040, -2.316)
H (0.651, 3.098, -3.954)
N (-1.134, -0.657, -0.953)
P (-1.787, -1.791, -0.107)
C (-2.797, -2.949, -1.103)
C (-2.496, -2.987, -2.457)
C (-3.134, -3.891, -3.285)
C (-4.079, -4.756, -2.758)
C (-4.383, -4.719, -1.406)
C (-3.735, -3.825, -0.571)
C (-0.632, -2.943, 0.748)
C (0.507, -3.288, 0.015)
C (1.514, -4.019, 0.619)
C (1.383, -4.414, 1.942)
C (0.236, -4.107, 2.653)
C (-0.778, -3.375, 2.058)
C (-2.846, -1.033, 1.167)
C (-4.208, -0.844, 0.955)
C (-4.933, -0.046, 1.822)
C (-4.299, 0.587, 2.878)
C (-2.935, 0.426, 3.071)
C (-2.205, -0.375, 2.214)
H (-1.759, -2.289, -2.830)
H (-2.895, -3.926, -4.337)
H (-4.579, -5.463, -3.405)
H (-5.122, -5.399, -1.005)
H (-3.956, -3.806, 0.488)
H (0.587, -2.990, -1.039)
H (2.405, -4.268, 0.063)
H (2.184, -4.958, 2.420)
H (0.138, -4.427, 3.682)
H (-1.670, -3.123, 2.616)
H (-4.687, -1.301, 0.098)
H (-5.993, 0.099, 1.664)
H (-4.861, 1.241, 3.529)
H (-2.438, 0.947, 3.875)
H (-1.130, -0.462, 2.325)

***

Below is C27H25N7O3S2Tl as an isolated structure, with properties calculated with ωB97M-V/def2-TZVPD.

Properties
**Net charge**: +1
**Kohn-Sham gap**: 6.1 eV
**E_LUMO**: -4.6 eV
**Relative energy (zero: lowest compared OMol25 entry of this formula, charge and spin)**: 0.029 eV

Element x y z (Å)
Tl (-0.762, -0.773, -0.241)
C (-3.303, 1.789, -2.684)
O (-4.293, 2.389, -1.840)
C (-4.273, 2.371, -0.491)
C (-5.350, 2.852, 0.160)
C (-5.448, 2.858, 1.604)
C (-4.476, 2.377, 2.386)
C (-3.247, 1.864, 1.799)
C (-2.327, 1.351, 2.644)
N (-1.066, 0.828, 2.289)
N (-0.499, 0.327, 3.280)
C (0.798, -0.252, 2.926)
O (1.068, -0.607, 1.800)
C (1.717, -0.377, 4.067)
C (3.035, -0.764, 3.812)
C (3.932, -0.881, 4.855)
C (3.517, -0.620, 6.157)
C (2.208, -0.242, 6.417)
C (1.304, -0.116, 5.375)
C (-3.091, 1.922, 0.291)
O (-2.045, 1.623, -0.266)
H (-3.712, 1.895, -3.686)
H (-3.165, 0.733, -2.456)
H (-2.349, 2.306, -2.613)
H (-6.175, 3.227, -0.432)
H (-6.350, 3.253, 2.050)
H (-4.580, 2.366, 3.462)
H (-2.557, 1.321, 3.705)
H (3.335, -0.968, 2.793)
H (4.954, -1.177, 4.661)
H (4.220, -0.717, 6.974)
H (1.892, -0.047, 7.433)
H (0.282, 0.172, 5.569)
C (1.454, 2.501, 0.332)
C (1.316, 2.177, -1.117)
N (0.759, 1.095, -1.586)
C (0.768, 1.093, -2.969)
C (1.370, 2.171, -3.534)
S (1.914, 3.239, -2.322)
C (0.134, -0.004, -3.711)
C (0.338, -0.309, -5.020)
S (-0.653, -1.621, -5.470)
C (-1.294, -1.686, -3.879)
N (-0.797, -0.791, -3.075)
C (-2.307, -2.704, -3.471)
H (0.863, 1.797, 0.905)
H (1.098, 3.510, 0.538)
H (2.496, 2.438, 0.649)
H (1.476, 2.404, -4.580)
H (1.013, 0.151, -5.722)
H (-3.030, -2.889, -4.265)
H (-2.836, -2.356, -2.586)
H (-1.819, -3.650, -3.234)
N (4.816, -2.216, -1.792)
C (3.589, -2.764, -1.588)
C (2.492, -1.979, -1.181)
N (1.296, -2.507, -1.023)
C (1.155, -3.818, -1.248)
C (2.240, -4.583, -1.628)
N (3.454, -4.068, -1.802)
H (5.009, -1.264, -1.545)
H (5.583, -2.834, -1.986)
H (2.600, -0.916, -0.988)
H (0.173, -4.249, -1.107)
H (2.137, -5.648, -1.795)